[1]
This record from the Open Molecules 2025 dataset describes C4H3O4Sr as an isolated structure. The level of theory is ωB97M-V/def2-TZVPD.

Strongest force on any atom   3.0 eV/Å
Energy above the lowest of the compared OMol25 structures with the same formula, charge and spin   0.00 kcal/mol
Orbital gap   4.1387 eV
Charge   +1
Lowest unoccupied orbital energy   -0.2551 Eh
E   -13212.175 eV
E_HOMO   -0.407 hartree

Geometry as XYZ:
```
12
Properties=species:S:1:pos:R:3:lowdin_charge:R:1
C -1.39011 -0.81460 0.17062 0.025
C -0.04960 -0.86283 0.16266 -0.131
H -1.92661 -1.73417 0.39652 0.124
O 0.69391 0.20382 -0.24491 -0.139
C 1.98976 -0.13186 -0.63256 -0.278
O 2.78093 0.53765 0.07456 -0.317
Sr 5.33609 0.71403 0.16949 1.791
O -1.69873 1.58515 0.19122 0.115
C -2.23894 0.38110 -0.01539 -0.528
O -3.39807 0.30496 -0.36915 0.110
H -0.74135 1.57971 0.01445 0.098
H 0.64274 -1.76296 0.08249 0.132
```

---

[2]
This record from the Open Molecules 2025 dataset describes ILi as an isolated structure. The level of theory is ωB97M-V/def2-TZVPD.

Strongest force on any atom   1.5 eV/Å
Energy above the lowest of the compared OMol25 structures with the same formula, charge and spin   2.73 kcal/mol
Orbital gap   7.7548 eV
Lowest unoccupied orbital energy   -0.0324 Eh
E   -8306.869 eV
E_HOMO   -0.317 hartree

Geometry as XYZ:
```
2
Properties=species:S:1:pos:R:3:lowdin_charge:R:1
Li 11.84390 -18.41754 23.97498 0.385
I 10.23286 -17.56407 22.71945 -0.385
```

---

[3]
This record from the Open Molecules 2025 dataset describes C33H27BIrN3O2S5Te as an isolated structure. The level of theory is ωB97M-V/def2-TZVPD.

Strongest force on any atom   6.7 eV/Å
⟨S²⟩   6.028
Energy above the lowest of the compared OMol25 structures with the same formula, charge and spin   13.35 kcal/mol
Orbital gap (alpha / beta)   4.1343 / 4.4994 eV
Charge   -2
Lowest unoccupied orbital energy (alpha / beta)   0.1382 / 0.0878 Eh
Spin multiplicity   5
E   -108207.497 eV
E_HOMO (alpha / beta)   -0.014 / -0.078 hartree

Geometry as XYZ:
```
73
Properties=species:S:1:pos:R:3:mulliken_spin:R:1
Ir -1.61343 0.20642 0.55871 1.089
S -8.93506 1.40431 0.18977 0.040
C -7.33044 1.16281 -0.30051 0.022
S -6.57043 -0.41067 -0.15409 -0.018
C -4.89524 0.15759 -0.07210 0.050
C -4.69110 1.53139 -0.18076 -0.004
S -3.07566 2.12511 -0.15413 0.413
S -6.19878 2.48389 -0.24236 -0.008
S -3.63029 -0.97241 0.19890 0.273
C -1.77537 1.47269 5.14773 0.021
C -1.15041 2.30712 4.24676 -0.007
C -1.17703 2.02598 2.89043 -0.054
C -1.82347 0.89133 2.42844 0.009
C -2.49338 0.07196 3.33249 -0.031
C -2.48373 0.36695 4.68386 -0.008
H -1.72571 1.67192 6.22287 0.002
H -0.60449 3.16714 4.61508 -0.002
H -0.67174 2.70463 2.19605 0.126
H -2.99784 -0.84173 2.98759 0.008
H -3.06494 -0.25620 5.40125 0.000
C 0.48427 6.22474 -0.22434 0.154
Te -0.29407 4.18900 -0.37689 1.669
C 1.75224 3.77644 -1.08386 0.250
C 2.52745 5.03877 -1.05316 -0.022
C 3.86549 5.04783 -1.47078 -0.002
C 4.59668 6.22182 -1.48748 0.000
C 3.98294 7.42253 -1.09689 0.001
C 2.66744 7.42333 -0.66885 0.003
C 1.91924 6.23939 -0.65506 -0.038
H 0.40040 6.57643 0.82152 0.007
H -0.14604 6.89788 -0.83673 0.020
H 1.71226 3.32971 -2.09115 -0.019
H 2.16586 3.02164 -0.38696 -0.041
H 4.37033 4.11489 -1.73713 0.000
H 5.64888 6.22790 -1.80267 0.003
H 4.55819 8.35490 -1.10565 0.002
H 2.17755 8.34589 -0.36091 0.002
O -0.35806 -3.01641 3.27961 0.001
C -0.35394 -2.94083 2.06420 0.011
N 0.07229 -3.90795 1.19764 0.005
C 0.05638 -3.56433 -0.20084 0.009
C -0.53499 -2.18465 -0.09455 -0.055
O -0.81444 -1.33900 -1.05373 -0.001
N -0.78229 -1.88935 1.20391 0.112
C -0.84467 -4.48349 -1.07292 -0.015
C -1.33340 -3.99038 -2.28697 0.003
C -2.18699 -4.76134 -3.08687 -0.001
C -2.54144 -6.03933 -2.67966 0.000
C -2.04054 -6.55207 -1.49829 0.001
C -1.22095 -5.77290 -0.68786 0.002
C 1.48772 -3.57506 -0.78919 -0.003
C 1.94290 -2.54758 -1.61265 -0.001
C 3.24498 -2.54327 -2.10788 0.001
C 4.09151 -3.60320 -1.81018 0.000
C 3.64902 -4.65099 -1.01657 0.001
C 2.35406 -4.65614 -0.55002 0.002
H 0.21891 -4.83764 1.56547 0.002
H -1.05540 -2.98143 -2.59936 0.006
H -2.60257 -4.31878 -3.99100 0.000
H -3.23526 -6.60937 -3.30372 0.000
H -2.28489 -7.56763 -1.18443 0.000
H -0.84860 -6.20913 0.25542 0.000
H 1.28529 -1.69435 -1.82413 0.001
H 3.55976 -1.69215 -2.71465 0.000
H 5.11991 -3.59912 -2.16820 0.000
H 4.34904 -5.46039 -0.76197 0.000
H 1.99214 -5.51502 0.04085 0.000
B 2.84822 0.42759 0.14876 0.010
C 1.35209 0.62283 0.36279 -0.031
N 0.17698 0.60782 0.37623 0.023
H 3.15985 -0.70230 0.50414 -0.001
H 3.51165 1.28450 0.77472 0.002
H 3.08514 0.53949 -1.05706 0.003
```

---

[4]
This record from the Open Molecules 2025 dataset describes a 3-piece molecular cluster, C15H22BrN3O overall. The level of theory is ωB97M-V/def2-TZVPD.

Strongest force on any atom   2.3 eV/Å
Energy above the lowest of the compared OMol25 structures with the same formula, charge and spin   22.34 kcal/mol
Orbital gap   5.1223 eV
Charge   +2
Lowest unoccupied orbital energy   -0.2659 Eh
E   -92457.126 eV
E_HOMO   -0.454 hartree

Geometry as XYZ:
```
42
Properties=species:S:1:pos:R:3:lowdin_charge:R:1
Br -1.88177 2.79283 1.04976 -0.408
C -4.43897 1.83938 -3.03340 0.027
C -4.33048 1.38331 -1.61108 -0.444
O -3.81183 0.37624 -1.27335 0.161
N -4.77488 2.35609 -0.56590 0.057
H -4.31180 2.04627 0.30261 0.053
H -4.43711 3.30163 -0.75920 0.144
C -6.27949 2.50129 -0.37995 0.042
H -3.84106 2.74902 -3.17373 0.105
H -5.46372 2.12577 -3.27531 0.098
H -4.01301 1.13253 -3.73562 0.098
H -6.78177 1.99386 -1.19621 0.099
H -6.49604 3.56591 -0.36879 0.106
H -6.61189 2.12821 0.58392 0.108
C 0.47419 1.29283 -3.26807 0.036
N 1.13454 0.78063 -2.06303 -0.063
C 2.24671 0.03314 -2.20318 0.013
C 2.78012 -0.68959 -1.16080 0.057
C 2.15123 -0.64586 0.10029 -0.134
C 1.00130 0.12012 0.18583 0.050
C 0.48911 0.81673 -0.87558 0.007
C 2.72683 -1.39150 1.21274 -0.127
C 1.95747 -2.35444 1.85685 0.062
C 2.41718 -2.99535 2.99238 0.038
N 3.70645 -2.83505 3.33169 -0.077
C 4.49229 -1.93877 2.71054 0.018
C 4.04393 -1.17767 1.65870 0.073
C 4.29536 -3.68018 4.40374 0.054
H 0.55295 2.36422 -3.42884 0.119
H -0.59573 1.08879 -3.17701 0.103
H 0.76390 0.69420 -4.12654 0.109
H 2.73685 0.07321 -3.16561 0.153
H 3.72087 -1.19403 -1.33197 0.139
H 0.47082 0.10032 1.13208 0.136
H -0.45084 1.35738 -0.83713 0.041
H 0.92172 -2.54249 1.60295 0.146
H 1.82763 -3.62618 3.64033 0.157
H 5.47573 -1.81722 3.14277 0.156
H 4.70495 -0.45324 1.20692 0.145
H 3.56565 -4.04192 5.11793 0.111
H 5.08666 -3.12367 4.89869 0.108
H 4.77597 -4.50674 3.87959 0.121
```